(1)
{"formula": "C26H72N2O10", "method": "wB97M-V/def2-TZVPD", "symbols": ["N", "C", "N", "O", "H", "H", "H", "H", "C", "C", "C", "O", "H", "H", "H", "H", "H", "H", "H", "H", "C", "C", "C", "O", "H", "H", "H", "H", "H", "H", "H", "H", "C", "C", "C", "O", "H", "H", "H", "H", "H", "H", "H", "H", "C", "C", "C", "O", "H", "H", "H", "H", "H", "H", "H", "H", "C", "C", "C", "O", "H", "H", "H", "H", "H", "H", "H", "H", "C", "C", "C", "O", "H", "H", "H", "H", "H", "H", "H", "H", "C", "C", "C", "O", "H", "H", "H", "H", "H", "H", "H", "H", "C", "C", "C", "O", "H", "H", "H", "H", "H", "H", "H", "H", "C", "O", "H", "H", "H", "H"], "xyz": [[1.614, 0.252, -4.347], [1.037, 0.771, -3.312], [-0.250, 0.498, -3.344], [1.680, 1.507, -2.308], [2.583, 0.366, -4.399], [1.136, -0.298, -5.044], [-0.807, 1.251, -2.847], [-0.841, -0.011, -4.053], [-4.195, -3.150, -2.125], [-2.809, -2.730, -1.684], [-2.200, -3.695, -0.635], [-1.978, -2.688, -2.603], [-4.449, -2.563, -3.007], [-4.876, -2.882, -1.338], [-4.254, -4.162, -2.461], [-2.874, -1.798, -1.201], [-1.294, -3.355, -0.117], [-1.903, -4.574, -1.154], [-2.936, -3.825, 0.120], [-1.163, -2.520, -2.214], [4.555, -0.039, -3.644], [4.107, -0.421, -2.307], [5.051, -1.418, -1.694], [3.988, 0.532, -1.503], [5.644, -0.044, -3.761], [4.397, 1.014, -3.754], [4.098, -0.651, -4.433], [3.095, -0.864, -2.366], [4.696, -1.809, -0.722], [6.027, -1.064, -1.429], [5.162, -2.245, -2.349], [3.111, 0.908, -1.701], [-2.785, 2.786, 2.865], [-3.815, 3.818, 2.505], [-4.610, 3.422, 1.248], [-4.693, 4.054, 3.322], [-1.939, 2.823, 2.099], [-3.160, 1.786, 3.030], [-2.355, 3.140, 3.741], [-3.364, 4.821, 2.306], [-5.218, 2.612, 1.384], [-3.987, 3.258, 0.414], [-5.182, 4.259, 0.878], [-4.878, 4.996, 3.403], [-2.529, 1.294, -0.859], [-1.885, 2.629, -1.299], [-0.562, 2.769, -0.598], [-1.612, 2.716, -2.489], [-2.010, 0.375, -1.183], [-3.546, 1.214, -1.093], [-2.609, 1.240, 0.205], [-2.577, 3.435, -1.045], [0.042, 3.626, -0.884], [0.066, 1.921, -0.585], [-0.739, 2.962, 0.447], [-1.074, 3.519, -2.593], [1.484, -0.360, 3.952], [1.516, 0.903, 3.107], [0.266, 1.833, 3.322], [2.583, 1.524, 3.227], [1.421, -0.033, 4.956], [2.289, -1.086, 3.719], [0.492, -0.789, 3.804], [1.407, 0.604, 2.091], [-0.590, 1.211, 3.173], [0.340, 2.642, 2.617], [-0.009, 2.123, 4.363], [3.226, 1.176, 2.608], [-3.361, -1.977, 2.481], [-4.772, -1.556, 1.965], [-4.817, -0.327, 0.998], [-5.513, -2.463, 1.370], [-3.494, -2.814, 3.156], [-2.992, -1.144, 2.989], [-2.706, -2.264, 1.685], [-5.294, -1.357, 2.838], [-4.454, 0.502, 1.550], [-5.813, -0.120, 0.734], [-4.196, -0.471, 0.114], [-6.386, -2.109, 1.223], [-0.548, -0.560, 0.790], [0.559, -0.822, -0.238], [1.697, -1.622, 0.393], [0.185, -1.430, -1.255], [-0.522, 0.570, 0.881], [-0.343, -0.973, 1.764], [-1.394, -0.957, 0.305], [0.999, 0.073, -0.679], [2.570, -1.451, -0.194], [1.476, -2.711, 0.486], [2.150, -1.260, 1.280], [-0.131, -0.753, -1.833], [6.411, 0.692, 0.944], [5.094, 0.215, 1.570], [5.175, 0.289, 3.073], [3.997, 0.643, 1.145], [6.268, 0.821, -0.097], [7.319, 0.148, 1.164], [6.657, 1.678, 1.320], [4.973, -0.795, 1.284], [5.103, 1.323, 3.328], [6.109, -0.023, 3.550], [4.405, -0.328, 3.507], [3.980, 0.559, 0.209], [1.121, -2.852, -4.051], [1.588, -3.131, -2.749], [2.024, -2.397, -4.621], [0.261, -2.191, -4.056], [0.824, -3.756, -4.563], [1.222, -2.468, -2.136]], "max_force_ha_per_bohr": 0.25206, "total_energy_ev": -51574.297, "multiplicity": 1, "e_above_lowest_ev": 4.9744, "homo_energy_ev": -8.88, "smiles": "NC(N)=O.CC(C)O.CC(C)O.CC(C)O.CC(C)O.CC(C)O.CC(C)O.CC(C)O.CC(C)O.CO", "gap_ev": 9.085, "e_lumo_ev": 0.20}

(2)
{"formula": "C26H72N2O18", "method": "wB97M-V/def2-TZVPD", "symbols": ["C", "C", "O", "O", "H", "H", "H", "H", "H", "H", "C", "C", "O", "O", "H", "H", "H", "H", "H", "H", "C", "C", "O", "O", "H", "H", "H", "H", "H", "H", "C", "C", "O", "O", "H", "H", "H", "H", "H", "H", "C", "C", "O", "O", "H", "H", "H", "H", "H", "H", "C", "C", "O", "O", "H", "H", "H", "H", "H", "H", "C", "C", "O", "O", "H", "H", "H", "H", "H", "H", "C", "O", "C", "C", "N", "C", "C", "O", "C", "H", "H", "H", "H", "H", "H", "H", "H", "H", "H", "H", "H", "H", "H", "H", "C", "O", "C", "C", "N", "C", "C", "O", "C", "H", "H", "H", "H", "H", "H", "H", "H", "H", "H", "H", "H", "H", "H", "H"], "xyz": [[19.952, -18.839, 3.467], [19.260, -18.305, 2.196], [20.150, -17.737, 1.264], [21.182, -19.436, 3.086], [19.403, -19.605, 4.015], [20.158, -17.985, 4.112], [18.473, -17.593, 2.444], [18.785, -19.152, 1.701], [20.312, -18.348, 0.542], [21.397, -18.985, 2.266], [17.491, -19.146, 4.581], [16.027, -19.700, 4.779], [15.070, -18.656, 5.245], [17.585, -18.581, 3.324], [18.197, -19.972, 4.505], [17.761, -18.607, 5.490], [16.126, -20.516, 5.494], [15.517, -20.138, 3.920], [15.362, -17.878, 4.765], [17.399, -19.242, 2.652], [17.985, -21.108, 1.810], [17.097, -22.168, 2.350], [15.791, -22.352, 1.683], [17.326, -19.812, 1.910], [18.057, -21.417, 0.767], [19.028, -21.134, 2.126], [16.904, -22.003, 3.410], [17.606, -23.123, 2.213], [15.901, -22.343, 0.730], [16.486, -20.017, 1.493], [18.884, -22.361, 7.758], [18.249, -20.994, 7.220], [16.917, -21.248, 6.832], [19.021, -23.358, 6.747], [18.226, -22.803, 8.506], [19.861, -22.192, 8.212], [18.765, -20.304, 6.551], [18.268, -20.505, 8.194], [16.906, -21.583, 5.932], [19.297, -24.201, 7.112], [21.125, -18.627, 7.619], [20.344, -18.080, 6.383], [18.900, -18.244, 6.279], [20.919, -20.047, 7.814], [20.959, -18.055, 8.532], [22.204, -18.529, 7.506], [20.797, -18.347, 5.428], [20.594, -17.023, 6.475], [18.572, -18.422, 7.164], [21.682, -20.453, 8.231], [17.671, -15.555, 4.903], [16.220, -15.935, 4.498], [16.059, -17.337, 4.203], [18.566, -15.583, 3.764], [18.090, -16.203, 5.673], [17.719, -14.549, 5.318], [16.010, -15.392, 3.577], [15.666, -15.405, 5.272], [16.805, -17.670, 3.698], [19.449, -15.844, 4.036], [13.861, -20.938, 5.562], [13.390, -21.284, 6.919], [13.526, -22.636, 7.265], [13.467, -19.715, 5.119], [13.425, -21.631, 4.843], [14.935, -21.118, 5.619], [12.338, -20.997, 6.894], [13.754, -20.758, 7.801], [14.380, -23.004, 7.027], [14.230, -19.201, 4.847], [15.319, -19.394, 7.017], [15.615, -18.447, 8.054], [14.598, -18.330, 9.052], [15.292, -18.623, 10.382], [14.407, -18.805, 11.556], [13.534, -17.646, 11.873], [13.225, -17.545, 13.363], [14.357, -17.176, 13.972], [14.232, -17.180, 15.399], [15.959, -19.328, 6.137], [14.394, -19.315, 6.447], [15.176, -20.424, 7.342], [13.764, -19.014, 8.887], [14.223, -17.308, 9.098], [16.149, -17.961, 10.506], [15.749, -19.604, 10.247], [15.032, -18.870, 12.347], [12.644, -17.634, 11.244], [14.094, -16.721, 11.731], [12.869, -18.561, 13.531], [12.443, -16.837, 13.640], [13.954, -16.165, 15.680], [15.206, -17.316, 15.870], [13.669, -17.997, 15.851], [13.067, -21.691, -1.774], [14.216, -21.672, -1.001], [15.364, -21.008, -1.609], [16.457, -20.609, -0.605], [15.866, -20.184, 0.606], [15.282, -18.785, 0.561], [14.578, -18.349, 1.833], [13.367, -18.988, 2.243], [12.987, -18.717, 3.601], [12.686, -20.692, -1.986], [12.302, -22.220, -1.205], [13.318, -22.172, -2.719], [15.022, -20.145, -2.181], [15.864, -21.706, -2.281], [17.099, -19.830, -1.016], [17.112, -21.374, -0.189], [15.017, -20.661, 0.872], [14.447, -18.821, -0.139], [16.033, -18.033, 0.320], [14.309, -17.346, 1.502], [15.306, -18.121, 2.612], [12.813, -17.650, 3.743], [13.716, -19.214, 4.241], [12.018, -19.207, 3.692]], "max_force_ha_per_bohr": 0.38106, "total_energy_ev": -67922.284, "multiplicity": 1, "e_above_lowest_ev": 37.1753, "homo_energy_ev": -5.90, "gap_ev": 6.149, "e_lumo_ev": 0.25}